Entry from the OMol25 dataset: a molecular structure, C20H45Br2I2N2P2 (wB97M-V/def2-TZVPD).

The geometry in ORCA input format:
```
! RIJCOSX wB97M-V def2-TZVPD def2/J DEFGRID3
* xyz 1 1
C 4.077 -4.036 3.751
C 2.598 -3.820 3.841
Br 1.910 -3.832 5.590
C 1.784 -3.632 2.793
Br 2.521 -3.675 1.038
P 0.028 -3.360 2.733
C -0.491 -1.599 2.511
I -1.090 -1.333 0.449
C 0.459 -0.459 2.860
C 1.818 -0.416 2.185
I 0.649 -0.241 4.988
P -1.144 -4.466 4.210
C -2.663 -4.920 3.244
C -1.740 -3.252 5.434
H 4.271 -5.058 3.431
H 4.528 -3.327 3.064
H 4.521 -3.886 4.727
H -0.352 -3.981 1.546
H -1.412 -1.486 3.073
H -0.068 0.447 2.575
H 1.739 -0.654 1.128
H 2.555 -1.043 2.676
H 2.190 0.604 2.250
H -2.676 -5.996 3.132
H -3.521 -4.595 3.821
H -2.678 -4.441 2.269
H -0.970 -3.037 6.164
H -2.109 -2.318 5.016
H -2.580 -3.730 5.937
C 1.997 3.749 2.123
C 2.386 3.712 0.653
N 1.842 2.566 -0.055
C 2.423 2.366 -1.373
C 2.187 3.439 -2.442
C 0.402 2.409 0.027
C -0.492 3.555 -0.465
H 2.275 2.819 2.623
H 2.518 4.566 2.621
H 0.928 3.913 2.264
H 3.475 3.649 0.587
H 2.104 4.669 0.190
H 2.075 1.402 -1.755
H 3.503 2.252 -1.234
H 1.171 3.407 -2.836
H 2.862 3.270 -3.282
H 2.379 4.443 -2.065
H 0.146 2.207 1.073
H 0.134 1.494 -0.509
H -0.141 4.527 -0.117
H -1.505 3.420 -0.081
H -0.562 3.584 -1.551
C -0.981 -1.803 -4.154
C -2.207 -0.902 -4.126
N -2.011 0.303 -3.339
C -3.245 1.027 -3.077
C -4.000 1.630 -4.267
C -0.865 1.118 -3.711
C -0.789 1.647 -5.149
H -0.656 -2.050 -3.140
H -1.222 -2.734 -4.668
H -0.145 -1.348 -4.683
H -3.032 -1.458 -3.673
H -2.509 -0.688 -5.162
H -3.027 1.820 -2.355
H -3.920 0.338 -2.559
H -3.507 2.520 -4.655
H -4.999 1.930 -3.949
H -4.116 0.917 -5.083
H 0.040 0.537 -3.515
H -0.815 1.960 -3.014
H -1.036 0.878 -5.881
H 0.228 1.982 -5.361
H -1.447 2.498 -5.311
*
```

---

Entry from the OMol25 dataset: a molecular structure, C20H45I2N2NbO10PS (wB97M-V/def2-TZVPD).

The geometry in ORCA input format:
```
! RIJCOSX wB97M-V def2-TZVPD def2/J DEFGRID3
* xyz -1 1
C 6.905 4.212 -1.075
O 5.904 3.251 -0.798
C 6.451 2.006 -0.381
C 5.426 1.224 0.504
C 4.278 0.492 -0.293
Nb 2.460 1.710 -0.841
O 0.762 2.750 -1.438
I 2.207 2.899 1.696
C 1.113 -0.044 -0.193
C -0.425 0.203 -0.371
S -1.151 1.349 0.881
C -1.983 2.683 0.046
N -2.998 2.700 -0.837
N -3.209 4.003 -1.088
C -2.407 4.807 -0.410
O -1.597 3.953 0.289
P 2.469 0.642 -3.205
O 4.067 0.587 -3.761
I 1.147 2.156 -4.622
H 6.377 5.195 -1.163
H 7.386 4.034 -2.070
H 7.646 4.330 -0.248
H 6.874 1.382 -1.205
H 7.316 2.253 0.300
H 6.034 0.415 0.998
H 5.087 1.890 1.324
H 3.967 -0.430 0.254
H 4.740 0.156 -1.263
H 3.440 3.085 -1.545
H 0.786 3.582 -0.930
H 1.357 -0.916 -0.865
H 1.380 -0.386 0.842
H -0.949 -0.775 -0.206
H -0.693 0.492 -1.415
H -2.396 5.902 -0.404
H 4.471 1.472 -3.714
C -6.556 2.364 7.874
O -5.698 1.721 6.959
C -6.335 0.630 6.309
C -5.540 0.202 5.088
O -5.793 1.010 3.945
C -5.186 2.301 3.951
C -3.695 2.259 3.672
O -2.978 1.940 4.858
C -1.650 1.543 4.579
H -6.903 1.664 8.642
H -5.999 3.169 8.353
H -7.414 2.803 7.349
H -7.350 0.914 6.005
H -6.387 -0.204 7.023
H -5.873 -0.801 4.807
H -4.471 0.140 5.300
H -5.411 2.839 4.874
H -5.665 2.846 3.134
H -3.359 3.248 3.332
H -3.487 1.517 2.893
H -1.644 0.626 3.981
H -1.149 1.341 5.526
H -1.110 2.338 4.054
C 1.331 -2.088 -5.814
O 1.419 -3.200 -4.945
C 1.247 -2.823 -3.584
C 0.973 -4.046 -2.730
O -0.391 -4.467 -2.772
C -0.795 -5.139 -3.958
C -0.287 -6.569 -4.035
O 1.053 -6.597 -4.506
C 1.674 -7.838 -4.258
H 2.090 -1.339 -5.568
H 1.497 -2.441 -6.833
H 0.332 -1.640 -5.762
H 0.415 -2.115 -3.492
H 2.172 -2.342 -3.249
H 1.155 -3.775 -1.687
H 1.647 -4.870 -2.972
H -0.529 -4.565 -4.848
H -1.887 -5.174 -3.909
H -0.903 -7.137 -4.747
H -0.350 -7.035 -3.045
H 1.743 -8.024 -3.180
H 2.683 -7.799 -4.668
H 1.123 -8.652 -4.745
*
```

---

What did we get for Kohn-Sham gap? Answer: 6.44 6.22 eV, in the order shown.
What did we get for electronic energy? Answer: -7324.3883 -3042.6873 hartree, in the order shown.